Version one
{
  "formula": "C2H9N4O",
  "method": "ωB97M-V with the def2-TZVPD basis set",
  "species": ["C", "C", "N", "N", "N", "N", "O", "H", "H", "H", "H", "H", "H", "H", "H", "H"],
  "xyz": [[-0.632, 0.047, -0.615], [1.883, 0.462, -0.627], [-2.010, -0.462, 0.077], [-0.832, 0.553, -1.854], [0.563, 0.255, -0.001], [-1.844, -1.223, 1.274], [0.699, -0.157, 1.382], [2.454, -0.374, -0.154], [1.894, 0.127, -1.716], [2.256, 1.527, -0.529], [-1.581, 0.132, -2.436], [0.033, 0.847, -2.313], [-1.805, -2.269, 1.095], [-0.945, -0.886, 1.921], [-2.777, -1.029, 1.830], [1.152, 0.586, 1.817]],
  "lowdin_charge": [-0.2524, -0.0070, -0.0377, 0.1644, -0.1453, -0.0201, -0.0109, 0.1150, 0.1150, 0.1235, 0.1484, 0.1067, 0.1662, 0.1937, 0.2020, 0.1385],
  "homo_ev": -12.8,
  "multiplicity": 1,
  "charge": 1,
  "gap_ev": 9.5828
}

***

Version two
{
  "formula": "C2H9N4O",
  "method": "ωB97M-V with the def2-TZVPD basis set",
  "species": ["C", "C", "N", "N", "N", "N", "O", "H", "H", "H", "H", "H", "H", "H", "H", "H"],
  "xyz": [[0.161, -1.342, 2.220], [-0.709, -0.941, 0.021], [-0.558, -1.256, 1.225], [-0.372, -1.721, -1.010], [-1.927, 1.013, 0.639], [1.088, 0.824, -1.432], [-1.459, 0.025, -0.342], [-0.024, -2.035, 3.020], [1.021, -0.675, 2.538], [-0.811, -1.485, -1.884], [-0.004, -2.576, -0.794], [-2.333, 1.857, 0.247], [-2.672, 0.651, 1.201], [1.560, 0.434, -2.232], [0.569, 1.582, -1.876], [1.528, 1.035, -0.549]],
  "lowdin_charge": [0.1324, -0.5082, 0.1663, 0.2510, 0.1414, 0.0292, 0.0075, 0.1009, 0.1386, 0.1466, 0.1025, 0.1112, 0.0909, 0.0273, 0.0341, 0.0282],
  "homo_ev": -13.2,
  "multiplicity": 1,
  "charge": 1,
  "gap_ev": 8.8563
}

***

Going by the computed energies, the most stable comes first: version two, version one.

***

Version one
{
  "formula": "C45H45CsN9O2P2S2",
  "method": "ωB97M-V with the def2-TZVPD basis set",
  "species": ["Cs", "N", "C", "N", "C", "N", "N", "C", "C", "C", "C", "C", "C", "N", "C", "C", "C", "C", "C", "C", "H", "H", "H", "H", "H", "H", "H", "H", "H", "H", "H", "S", "P", "C", "P", "S", "C", "C", "C", "C", "C", "C", "C", "C", "C", "C", "C", "C", "C", "C", "C", "C", "C", "C", "C", "C", "C", "C", "C", "C", "H", "H", "H", "H", "H", "H", "H", "H", "H", "H", "H", "H", "H", "H", "H", "H", "H", "H", "H", "H", "N", "C", "C", "C", "C", "N", "C", "N", "N", "C", "O", "O", "H", "H", "H", "H", "H", "H", "H", "H", "H", "H", "H", "H", "H", "H"],
  "xyz": [[0.958, 0.695, 0.239], [-0.947, 0.779, -4.161], [-0.545, 0.766, -2.866], [-1.329, 0.749, -1.854], [-2.704, 0.707, -2.064], [-3.534, 0.449, -1.126], [-3.083, 0.102, 0.123], [-2.604, -1.074, 0.237], [-2.210, -1.658, 1.528], [-1.902, -3.012, 1.581], [-1.602, -3.585, 2.802], [-1.594, -2.788, 3.933], [-1.877, -1.440, 3.781], [-2.175, -0.876, 2.614], [-3.210, 0.972, -3.425], [-4.556, 1.181, -3.711], [-4.981, 1.332, -5.017], [-4.056, 1.269, -6.058], [-2.716, 1.074, -5.792], [-2.288, 0.933, -4.472], [-0.274, 0.596, -4.886], [0.525, 0.802, -2.711], [-2.517, -1.720, -0.637], [-1.883, -3.591, 0.667], [-1.357, -4.635, 2.874], [-1.344, -3.191, 4.904], [-1.848, -0.772, 4.636], [-5.251, 1.205, -2.883], [-6.030, 1.490, -5.233], [-4.385, 1.379, -7.083], [-1.990, 1.034, -6.595], [2.247, -0.768, 2.851], [2.625, -2.192, 1.454], [1.752, -2.192, 0.041], [2.255, -2.374, -1.532], [0.917, -1.923, -2.961], [2.870, -4.054, -2.024], [2.905, -5.078, -1.091], [3.336, -6.354, -1.441], [3.743, -6.611, -2.740], [3.704, -5.591, -3.687], [3.261, -4.328, -3.335], [3.745, -1.342, -1.914], [5.038, -1.823, -2.084], [6.097, -0.949, -2.311], [5.885, 0.417, -2.362], [4.600, 0.916, -2.172], [3.551, 0.041, -1.950], [2.394, -3.747, 2.431], [1.472, -4.690, 2.003], [1.287, -5.873, 2.712], [2.026, -6.116, 3.859], [2.953, -5.172, 4.294], [3.134, -3.997, 3.584], [4.461, -2.208, 1.265], [5.172, -1.010, 1.288], [6.537, -0.992, 1.044], [7.216, -2.175, 0.787], [6.519, -3.374, 0.765], [5.150, -3.388, 0.996], [2.583, -4.864, -0.078], [3.350, -7.142, -0.697], [4.082, -7.602, -3.020], [4.014, -5.790, -4.707], [3.201, -3.538, -4.074], [5.230, -2.885, -2.029], [7.097, -1.348, -2.435], [6.713, 1.094, -2.536], [4.419, 1.984, -2.198], [2.546, 0.427, -1.813], [0.919, -4.478, 1.091], [0.572, -6.610, 2.359], [1.891, -7.039, 4.411], [3.537, -5.361, 5.187], [3.847, -3.252, 3.921], [4.642, -0.094, 1.516], [7.073, -0.050, 1.053], [8.284, -2.162, 0.601], [7.041, -4.302, 0.563], [4.613, -4.328, 0.975], [-1.517, 4.385, -1.343], [-1.794, 3.629, -0.114], [-3.201, 3.927, 0.478], [-3.346, 4.198, 1.978], [-3.297, 2.983, 2.903], [-2.131, 2.109, 2.811], [-0.959, 2.335, 3.379], [-0.626, 3.569, 3.814], [-0.150, 1.302, 3.632], [-0.624, 3.911, 0.841], [-0.576, 5.048, 1.371], [0.172, 2.962, 1.053], [-1.425, 5.367, -1.102], [-2.297, 4.299, -1.986], [-1.740, 2.575, -0.375], [-3.860, 3.094, 0.203], [-3.579, 4.813, -0.040], [-4.329, 4.650, 2.145], [-2.607, 4.939, 2.278], [-4.151, 2.338, 2.693], [-3.379, 3.334, 3.935], [-2.284, 1.174, 2.443], [-0.721, 4.310, 3.105], [0.291, 3.604, 4.233], [-0.440, 0.399, 3.276], [0.853, 1.428, 3.617]],
  "lowdin_charge": [1.1075, 0.1219, -0.2852, 0.0655, -0.3082, 0.0654, 0.0472, -0.0961, -0.2502, -0.0044, -0.0512, -0.0414, -0.1427, 0.0886, -0.0818, -0.0239, -0.0907, -0.0905, -0.0212, -0.1774, 0.1481, 0.0500, 0.1313, 0.1211, 0.1009, 0.1076, 0.1110, 0.1095, 0.0968, 0.0999, 0.1114, 0.1140, 0.3052, -0.6991, 0.2970, 0.2172, -0.3373, -0.0924, -0.0900, -0.1111, -0.0982, -0.1208, -0.3154, -0.0858, -0.0977, -0.1050, -0.0868, -0.1601, -0.3525, -0.1345, -0.1064, -0.1096, -0.0942, -0.1049, -0.3276, -0.1090, -0.0966, -0.1128, -0.0943, -0.0925, 0.0570, 0.0963, 0.0904, 0.0934, 0.0892, 0.1004, 0.1005, 0.0938, 0.1000, -0.0239, 0.0846, 0.0972, 0.0909, 0.0943, 0.1014, 0.0728, 0.1004, 0.0938, 0.0976, 0.0973, 0.0529, -0.3157, -0.1293, -0.1845, -0.1541, 0.1143, -0.4630, 0.2059, 0.1774, -0.6726, -0.0439, -0.3673, 0.0709, 0.0626, 0.0810, 0.1010, 0.1043, 0.1097, 0.0906, 0.1233, 0.1174, 0.0968, 0.0778, 0.1168, 0.0280, 0.0543],
  "homo_ev": -3.9,
  "multiplicity": 1,
  "charge": -1,
  "gap_ev": 5.9162
}

***

Version two
{
  "formula": "C45H45CsN9O2P2S2",
  "method": "ωB97M-V with the def2-TZVPD basis set",
  "species": ["Cs", "N", "C", "N", "C", "N", "N", "C", "C", "C", "C", "C", "C", "N", "C", "C", "C", "C", "C", "C", "H", "H", "H", "H", "H", "H", "H", "H", "H", "H", "H", "S", "P", "C", "P", "S", "C", "C", "C", "C", "C", "C", "C", "C", "C", "C", "C", "C", "C", "C", "C", "C", "C", "C", "C", "C", "C", "C", "C", "C", "H", "H", "H", "H", "H", "H", "H", "H", "H", "H", "H", "H", "H", "H", "H", "H", "H", "H", "H", "H", "N", "C", "C", "C", "C", "N", "C", "N", "N", "C", "O", "O", "H", "H", "H", "H", "H", "H", "H", "H", "H", "H", "H", "H", "H", "H"],
  "xyz": [[0.959, 0.709, 0.243], [-0.866, 0.746, -4.127], [-0.502, 0.734, -2.822], [-1.305, 0.713, -1.821], [-2.663, 0.646, -2.066], [-3.527, 0.446, -1.133], [-3.006, 0.157, 0.133], [-2.514, -1.010, 0.231], [-2.207, -1.634, 1.533], [-2.089, -3.019, 1.566], [-1.942, -3.652, 2.787], [-1.893, -2.881, 3.935], [-1.993, -1.507, 3.803], [-2.150, -0.883, 2.637], [-3.147, 0.828, -3.448], [-4.499, 0.931, -3.771], [-4.903, 1.001, -5.090], [-3.953, 0.952, -6.109], [-2.609, 0.853, -5.813], [-2.206, 0.801, -4.478], [-0.154, 0.543, -4.809], [0.564, 0.838, -2.664], [-2.411, -1.658, -0.639], [-2.110, -3.577, 0.640], [-1.852, -4.728, 2.840], [-1.753, -3.323, 4.912], [-1.933, -0.870, 4.681], [-5.215, 0.944, -2.961], [-5.954, 1.084, -5.332], [-4.267, 0.995, -7.144], [-1.866, 0.821, -6.600], [2.279, -0.691, 2.795], [2.611, -2.124, 1.363], [1.633, -2.072, 0.014], [2.253, -2.288, -1.526], [0.971, -1.903, -3.057], [2.865, -3.974, -1.965], [2.701, -5.021, -1.071], [3.088, -6.314, -1.405], [3.650, -6.571, -2.644], [3.805, -5.531, -3.556], [3.403, -4.248, -3.222], [3.734, -1.220, -1.888], [5.026, -1.680, -2.116], [6.072, -0.787, -2.327], [5.847, 0.579, -2.307], [4.560, 1.055, -2.082], [3.526, 0.161, -1.884], [2.413, -3.682, 2.332], [1.260, -4.437, 2.170], [1.068, -5.605, 2.898], [2.026, -6.024, 3.808], [3.178, -5.264, 3.988], [3.365, -4.102, 3.256], [4.444, -2.146, 1.133], [5.197, -0.982, 1.249], [6.567, -0.999, 1.032], [7.210, -2.187, 0.713], [6.470, -3.356, 0.598], [5.097, -3.330, 0.799], [2.254, -4.816, -0.109], [2.949, -7.118, -0.690], [3.957, -7.576, -2.908], [4.228, -5.726, -4.535], [3.488, -3.447, -3.947], [5.235, -2.741, -2.111], [7.074, -1.169, -2.486], [6.667, 1.270, -2.458], [4.367, 2.122, -2.066], [2.513, 0.508, -1.737], [0.543, -4.103, 1.425], [0.179, -6.205, 2.743], [1.882, -6.940, 4.369], [3.934, -5.580, 4.697], [4.261, -3.510, 3.410], [4.697, -0.062, 1.529], [7.135, -0.080, 1.115], [8.282, -2.203, 0.554], [6.957, -4.291, 0.347], [4.535, -4.251, 0.698], [-1.429, 4.397, -1.284], [-1.737, 3.610, -0.082], [-3.135, 3.917, 0.525], [-3.256, 4.232, 2.017], [-3.234, 3.032, 2.957], [-2.089, 2.127, 2.881], [-0.902, 2.305, 3.438], [-0.499, 3.520, 3.870], [-0.142, 1.228, 3.656], [-0.561, 3.844, 0.884], [-0.495, 4.967, 1.443], [0.215, 2.875, 1.070], [-1.314, 5.368, -1.008], [-2.205, 4.357, -1.936], [-1.711, 2.560, -0.369], [-3.796, 3.075, 0.288], [-3.537, 4.777, -0.019], [-4.232, 4.700, 2.188], [-2.507, 4.967, 2.301], [-4.091, 2.395, 2.729], [-3.343, 3.369, 3.992], [-2.268, 1.184, 2.541], [-0.607, 4.259, 3.157], [0.449, 3.510, 4.217], [-0.450, 0.343, 3.274], [0.867, 1.306, 3.652]],
  "lowdin_charge": [1.2043, 0.1157, -0.2896, 0.0587, -0.3175, 0.0727, 0.0491, -0.1107, -0.2427, -0.0124, -0.0622, -0.0447, -0.1326, 0.0896, -0.0797, -0.0235, -0.0911, -0.0909, -0.0199, -0.1760, 0.1423, 0.0532, 0.1318, 0.1220, 0.1024, 0.1063, 0.1121, 0.1083, 0.0966, 0.0998, 0.1117, 0.1076, 0.3214, -0.7363, 0.3250, 0.2115, -0.3467, -0.0945, -0.0903, -0.1095, -0.0957, -0.1250, -0.3165, -0.0926, -0.0943, -0.1024, -0.0835, -0.1638, -0.3517, -0.1196, -0.1029, -0.1079, -0.0907, -0.0983, -0.3382, -0.1067, -0.0934, -0.1083, -0.0903, -0.1064, 0.0705, 0.0968, 0.0906, 0.0939, 0.0940, 0.0959, 0.1009, 0.0943, 0.1017, -0.0364, 0.0802, 0.0904, 0.0908, 0.0950, 0.1091, 0.0715, 0.1005, 0.0941, 0.0993, 0.0976, 0.0522, -0.3115, -0.1291, -0.1875, -0.1551, 0.1123, -0.4604, 0.2051, 0.1715, -0.6690, -0.0459, -0.4191, 0.0708, 0.0632, 0.0814, 0.1001, 0.1042, 0.1101, 0.0918, 0.1231, 0.1180, 0.0991, 0.0777, 0.1164, 0.0317, 0.0348],
  "homo_ev": -3.9,
  "multiplicity": 1,
  "charge": -1,
  "gap_ev": 5.8995
}

***

Going by the computed energies, the most stable comes first: version one, version two.

***

Version one
{
  "formula": "C2H8O3",
  "method": "ωB97M-V with the def2-TZVPD basis set",
  "species": ["C", "C", "O", "H", "H", "H", "H", "H", "H", "O", "H", "H", "O"],
  "xyz": [[-0.217, 1.690, -0.460], [-0.830, 0.474, -0.688], [-0.730, -0.621, -0.031], [-0.680, 2.647, -0.738], [0.752, 1.710, 0.192], [-1.594, 0.548, -1.403], [0.110, -1.094, -0.317], [-1.641, -2.355, 3.714], [-2.194, -2.183, 2.166], [-1.459, -2.291, 2.716], [2.725, 1.170, -1.297], [3.075, -0.284, -1.756], [2.683, 0.589, -2.097]],
  "lowdin_charge": [0.0103, -0.3698, 0.0117, 0.0471, 0.0775, 0.0817, 0.1537, 0.0849, -0.0132, -0.0749, 0.0346, 0.0703, -0.1140],
  "homo_ev": -9.0,
  "multiplicity": 1,
  "gap_ev": 9.5463
}

***

Version two
{
  "formula": "C2H8O3",
  "method": "ωB97M-V with the def2-TZVPD basis set",
  "species": ["O", "C", "C", "H", "H", "H", "H", "H", "H", "O", "H", "H", "O"],
  "xyz": [[-0.561, -1.134, 1.091], [0.566, -1.152, 0.674], [1.452, 0.056, 0.502], [1.083, -2.055, 0.294], [1.014, 0.940, 0.961], [1.604, 0.368, -0.529], [2.371, -0.181, 1.043], [-0.711, -0.462, -1.402], [-0.971, -0.056, -2.867], [-1.165, 0.178, -1.958], [-1.636, 1.540, 0.059], [-1.428, 0.506, 1.126], [-1.619, 1.453, 1.006]],
  "lowdin_charge": [0.0441, -0.3016, -0.0490, 0.1227, 0.0751, 0.0850, 0.0843, 0.0071, 0.0425, -0.0373, 0.0010, -0.0076, -0.0662],
  "homo_ev": -10.5,
  "multiplicity": 1,
  "gap_ev": 10.9709
}

***

Going by the computed energies, the most stable comes first: version two, version one.

***

Version one
{
  "formula": "C3H10N2O3S",
  "method": "ωB97M-V with the def2-TZVPD basis set",
  "species": ["C", "C", "C", "N", "N", "O", "O", "O", "S", "H", "H", "H", "H", "H", "H", "H", "H", "H", "H"],
  "xyz": [[0.123, -1.865, 0.728], [1.226, 1.276, 0.612], [0.194, -0.797, -0.332], [0.502, -0.938, -1.617], [1.228, 2.132, -0.441], [-1.401, 1.349, -1.080], [-2.447, -0.667, -0.462], [-1.603, 0.612, 1.476], [-1.395, 0.208, -0.178], [0.449, -1.524, 1.738], [0.751, -2.735, 0.390], [-0.853, -2.248, 0.835], [1.920, 0.513, 0.900], [0.403, 1.269, 1.292], [0.727, -0.056, -2.075], [-0.307, -1.381, -2.090], [0.467, 2.702, -0.501], [-2.052, -0.267, 1.730], [2.068, 2.419, -0.924]],
  "lowdin_charge": [-0.1054, -0.0176, -0.5200, 0.0212, 0.0642, -0.3151, -0.3077, -0.2380, 0.6178, 0.0823, 0.1001, 0.0392, 0.0744, 0.0415, 0.0848, 0.1127, 0.0494, 0.1028, 0.1135],
  "homo_ev": [-7.2, -7.2],
  "multiplicity": 1,
  "gap_ev": [7.6862, 7.6113]
}

***

Version two
{
  "formula": "C3H10N2O3S",
  "method": "ωB97M-V with the def2-TZVPD basis set",
  "species": ["C", "C", "C", "N", "N", "O", "O", "O", "S", "H", "H", "H", "H", "H", "H", "H", "H", "H", "H"],
  "xyz": [[-3.491, 1.153, -0.038], [-2.536, 0.016, 0.242], [1.257, -1.204, 0.995], [0.476, -1.771, 0.119], [-1.282, 0.000, 0.121], [1.861, 0.764, -0.174], [4.275, 0.735, -0.208], [3.163, -1.296, -1.052], [3.084, -0.434, 0.110], [-3.223, 1.920, 0.669], [-4.510, 0.900, 0.176], [-3.286, 1.577, -1.063], [-2.993, -0.926, 0.730], [0.664, -0.768, 1.827], [1.044, -2.136, -0.773], [-0.469, -1.519, -0.039], [4.478, 0.697, -1.140], [-0.696, 0.651, -0.392], [2.185, 1.641, -0.111]],
  "lowdin_charge": [-0.0770, -0.2629, -0.1601, 0.0062, 0.0616, -0.3095, -0.3423, -0.4365, 0.8075, 0.0683, 0.0573, 0.0998, 0.1304, 0.0665, 0.1505, 0.0140, 0.0221, 0.0769, 0.0270],
  "homo_ev": -7.8,
  "multiplicity": 1,
  "gap_ev": 8.4071
}

***

Going by the computed energies, the most stable comes first: version one, version two.